1.
The following is a DFT calculation (ωB97M-V with the def2-TZVPD basis set) of a structure of composition F30InP5.

XYZ file:
```
36
Properties=species:S:1:pos:R:3:mulliken_charge:R:1
In -1.3235 7.3021 -1.1091 2.27
P -3.8338 7.9359 1.3975 1.28
F -4.3869 6.7503 2.3282 -0.37
F -3.5241 8.9721 2.5623 -0.37
F -2.3080 7.2733 1.6159 -0.38
F -3.1884 8.9677 0.3204 -0.34
F -3.9502 6.8691 0.1556 -0.30
F -5.2828 8.5262 1.1674 -0.37
P -1.5803 3.8098 -0.2813 1.23
F -2.9067 3.2282 0.3755 -0.37
F -1.5409 2.5937 -1.3216 -0.37
F -2.3936 4.7216 -1.3994 -0.34
F -0.2426 4.4550 -0.9713 -0.32
F -1.7371 5.1262 0.6937 -0.29
F -0.6282 3.0471 0.7484 -0.41
P 0.8354 6.2529 -3.8160 1.21
F -0.4851 5.4160 -3.2461 -0.31
F 1.2057 6.3925 -2.1935 -0.34
F 1.5952 4.8355 -3.9297 -0.37
F 2.1366 7.0272 -4.2622 -0.38
F 0.3019 6.0269 -5.3134 -0.40
F -0.0553 7.5740 -3.6614 -0.22
P -0.1315 10.6204 -1.4973 1.24
F 1.3476 10.9599 -0.9906 -0.39
F 0.3954 9.2027 -2.1327 -0.36
F -0.4620 9.7553 -0.1636 -0.38
F -1.6068 10.2696 -2.0410 -0.26
F -0.6522 11.9941 -0.8454 -0.38
F 0.1463 11.3933 -2.8966 -0.40
P -3.8265 8.2629 -3.4597 1.35
F -2.3936 8.8651 -3.8373 -0.29
F -4.0888 7.7855 -4.9495 -0.38
F -3.0877 6.8439 -3.0602 -0.38
F -5.2310 7.6414 -2.9866 -0.39
F -3.5143 8.6483 -1.8777 -0.31
F -4.4993 9.6915 -3.7173 -0.42
```

- LUMO level: -1.711 eV
- Relative energy (zero: lowest compared OMol25 entry of this formula, charge and spin): 0.000 eV
- Net charge: -2
- M: 839.63 g mol⁻¹
- HOMO level: -7.9 eV
- Gap between HOMO and LUMO: 6.21 eV
- Multiplicity: 1
- Strongest force on any atom: 3.33 eV/Å
- Electronic energy: -4893.9699 a.u.

2.
The following is a DFT calculation (ωB97M-V with the def2-TZVPD basis set) of a structure of composition C6H18InO6.

XYZ file:
```
31
Properties=species:S:1:pos:R:3:mulliken_charge:R:1
In -0.1925 0.8843 -0.5710 1.40
C -1.9288 -1.6821 -3.0406 -0.30
C -0.8702 -0.9318 -4.0332 -0.45
O 0.3673 -0.5704 -3.3698 -0.32
O -2.1850 -0.8305 -1.9154 -0.41
H -1.5416 -2.5862 -2.5708 0.33
H -2.7543 -1.9584 -3.6966 0.38
H -1.3667 -0.1530 -4.6121 0.37
H -0.6338 -1.5823 -4.8753 0.38
H 1.0767 -1.2172 -3.3721 0.35
H -2.9517 -1.1848 -1.4589 0.31
C 2.7294 -0.2220 1.4270 -0.44
C 3.5564 -0.2069 0.1733 -0.38
O 2.7379 -0.0672 -1.0313 -0.34
O 1.9693 0.9896 1.4502 -0.43
H 3.4590 -0.3121 2.2318 0.42
H 2.1126 -1.1098 1.5665 0.28
H 4.1776 -1.0828 -0.0139 0.38
H 4.2774 0.6046 0.0748 0.37
H 3.3299 0.2220 -1.7295 0.34
H 2.1633 1.5741 2.1865 0.30
C -2.2432 0.5611 2.9045 -0.37
C -1.3386 1.7476 2.9802 -0.43
O -1.1618 2.4397 1.7429 -0.44
O -1.7426 -0.3748 1.9499 -0.41
H -3.3139 0.6875 2.7440 0.41
H -2.0933 0.0868 3.8744 0.35
H -0.3428 1.4607 3.3181 0.21
H -1.6835 2.5616 3.6177 0.49
H -1.2649 3.3638 1.9815 0.32
H -2.3475 -1.1110 2.0669 0.32
```

- LUMO level: -17.277 eV
- Relative energy (zero: lowest compared OMol25 entry of this formula, charge and spin): 4.260 eV
- Net charge: +3
- M: 301.02 g mol⁻¹
- HOMO level: -20.8 eV
- Gap between HOMO and LUMO: 3.50 eV
- Multiplicity: 1
- Strongest force on any atom: 2.82 eV/Å
- Electronic energy: -879.5844 a.u.

3.
The following is a DFT calculation (ωB97M-V with the def2-TZVPD basis set) of a structure of composition C9H24ClI2LuN2P2S.

XYZ file:
```
42
Properties=species:S:1:pos:R:3:mulliken_charge:R:1
I -0.3951 -2.2536 1.0360 -0.20
I 1.1581 -0.3593 2.5071 0.30
Lu -0.9845 1.8662 -1.7356 0.68
P 1.4636 0.3983 -2.0431 0.84
C 3.0124 -0.5440 -1.6847 -1.12
C 1.1977 -0.3791 -3.6892 -1.01
H 2.0242 -0.0816 -4.3535 0.35
H 3.0082 1.6625 -3.3743 0.33
H 0.2301 -0.0853 -4.1213 0.37
H 1.6492 2.7612 -2.8721 0.45
H 2.8123 -1.6258 -1.6867 0.33
H 1.2228 -1.4738 -3.5655 0.33
C 2.3326 1.9525 -2.5550 -1.17
H 3.7597 -0.3430 -2.4784 0.39
H 2.9531 2.3037 -1.7141 0.35
H 3.4389 -0.2584 -0.7132 0.26
P -2.1190 0.2159 1.4168 0.30
C -2.2088 -0.6481 3.1078 -1.32
C -2.7031 1.7799 2.2250 -1.12
H -4.1122 -0.1541 0.0092 0.33
H -4.4386 -0.2261 1.7795 0.37
H -3.6543 -1.6129 0.9470 0.33
C -3.7409 -0.5168 0.9765 -1.04
H -2.9998 2.5344 1.4822 0.36
H -3.5581 1.4671 2.8462 0.39
H -3.1415 -0.4209 3.6532 0.44
H -1.3254 -0.3952 3.7156 0.34
H -1.8867 2.1539 2.8624 0.31
H -2.2284 -1.7244 2.8925 0.45
Cl -2.8227 2.2060 -3.0923 -0.46
S 3.3250 -1.5889 1.9529 -0.19
C 2.6506 -3.1110 2.2668 0.38
N 1.6894 -3.3910 3.1984 -0.09
C 1.0830 -4.7206 2.9563 -0.50
C 1.8054 -5.2530 1.7104 -0.41
N 2.7692 -4.1926 1.4553 -0.04
H 1.0778 -2.6581 3.4993 0.24
H 0.0149 -4.6144 2.7911 0.27
H 1.3172 -5.3279 3.8272 0.35
H 1.1129 -5.4641 0.8714 0.32
H 2.3818 -6.1418 1.9572 0.32
H 3.3206 -4.1406 0.6322 0.20
```

- LUMO level (spin up / spin down): -8.872 / -8.758 eV
- Relative energy (zero: lowest compared OMol25 entry of this formula, charge and spin): 6.419 eV
- Net charge: +2
- M: 718.55 g mol⁻¹
- HOMO level (spin up / spin down): -14.2 / -12.5 eV
- Gap between HOMO and LUMO (spin up / spin down): 5.37 / 3.79 eV
- Multiplicity: 1
- Strongest force on any atom: 4.62 eV/Å
- Electronic energy: -3838.2002 a.u.

4.
The following is a DFT calculation (ωB97M-V with the def2-TZVPD basis set) of a cluster of 2 separate species, C9H14 in total.

XYZ file:
```
23
Properties=species:S:1:pos:R:3:mulliken_charge:R:1
C 2.0900 -0.1428 0.7489 -1.49
C 0.9877 -0.9432 0.2051 1.21
C 0.4755 -2.0146 1.0148 -0.64
C -0.5100 -2.8189 0.4964 -0.17
C -1.0462 -2.6831 -0.7372 -0.62
C -0.4560 -1.6339 -1.5528 0.01
C 0.5273 -0.8319 -1.1133 -0.71
H 3.0469 -0.7133 0.9064 0.31
H 1.8702 0.2887 1.7754 0.29
H 2.4305 0.7495 0.2335 0.36
H 0.4635 -2.1344 2.1449 0.22
H -0.8472 -3.7135 1.0275 0.32
H -1.9659 -3.2053 -1.1605 0.31
H -0.8027 -1.4741 -2.6479 0.23
H 0.9013 0.0480 -1.6388 0.35
C -1.3184 2.0934 -0.2254 -0.28
C -0.4687 3.2618 0.4240 -0.79
H -1.8394 2.5138 -1.1834 0.26
H -0.7518 1.2756 -0.5796 -0.21
H -2.0300 1.5280 0.4192 0.29
H 0.5742 3.2371 -0.2368 0.17
H -0.2737 3.1236 1.4130 0.30
H -1.0572 4.1894 0.2665 0.30
```

- Structure (SMILES): Cc1ccccc1.CC
- LUMO level: 0.970 eV
- Relative energy (zero: lowest compared OMol25 entry of this formula, charge and spin): 1.874 eV
- M: 122.21 g mol⁻¹
- HOMO level: -8.8 eV
- Gap between HOMO and LUMO: 9.80 eV
- Multiplicity: 1
- Strongest force on any atom: 5.41 eV/Å
- Electronic energy: -351.2613 a.u.

5.
The following is a DFT calculation (ωB97M-V with the def2-TZVPD basis set) of a cluster of 4 separate species, C3H14O3S2 in total.

XYZ file:
```
22
Properties=species:S:1:pos:R:3:mulliken_charge:R:1
C 1.5500 -1.4024 2.2789 -1.36
C 0.9635 -0.8036 1.0844 0.71
C 0.9180 -1.5888 -0.1982 -0.54
S -0.1234 -0.7523 -1.4723 -0.11
S -2.1300 -1.0096 -1.0487 -0.21
H 2.4460 -1.9701 2.0757 0.37
H 2.0096 -0.6816 3.1062 0.31
H 0.8160 -2.0805 2.7998 0.31
H 1.6591 0.1614 1.0225 -0.07
H -0.0020 -0.3416 1.3722 -0.09
H 0.5128 -2.6576 0.0773 0.28
H 1.8935 -1.6320 -0.7065 0.29
H -2.2907 0.0274 -0.1476 0.17
O -0.2093 2.5364 -0.0924 -0.51
H -0.5338 2.2117 -0.8823 0.28
H 0.6866 2.4350 -0.3572 0.27
O -1.8760 1.2160 1.7540 -0.61
H -1.0468 1.7383 1.9273 0.26
H -2.3892 1.9908 2.0753 0.29
O 2.7585 2.1139 -0.4162 -0.60
H 3.5348 2.0970 0.0976 0.27
H 2.7854 2.7292 -1.0790 0.29
```

- Structure (SMILES): CCCSS.O.O.O
- LUMO level: 0.349 eV
- Relative energy (zero: lowest compared OMol25 entry of this formula, charge and spin): 1.478 eV
- M: 162.28 g mol⁻¹
- HOMO level: -8.8 eV
- Gap between HOMO and LUMO: 9.12 eV
- Multiplicity: 1
- Strongest force on any atom: 4.89 eV/Å
- Electronic energy: -1144.7410 a.u.

6.
The following is a DFT calculation (ωB97M-V with the def2-TZVPD basis set) of an isolated molecule of C8H9NO.

XYZ file:
```
19
Properties=species:S:1:pos:R:3:mulliken_charge:R:1
O 1.6265 -1.9924 0.5801 -0.56
C 0.9770 -0.7715 0.6170 0.70
C 0.6610 -0.0870 1.9109 -0.84
C 1.4876 0.5588 0.9012 -0.53
C 0.3322 1.7268 0.0333 -0.63
N -0.4072 0.7000 -0.6608 0.20
C -1.5616 0.7520 -1.4215 -0.60
C -1.9530 -0.5600 -1.6857 -0.42
C -1.1748 -1.4129 -0.9234 -0.85
C -0.2478 -0.5629 -0.2889 0.24
H 2.3794 -2.0839 -0.0413 0.35
H 0.9941 -0.4740 2.8117 0.33
H -0.2660 0.2392 2.0862 0.23
H 2.4576 1.0171 0.9688 0.39
H -0.2129 2.2394 0.9399 0.27
H 0.9214 2.3103 -0.7370 0.37
H -1.9439 1.6564 -1.8548 0.38
H -2.7497 -0.8142 -2.3466 0.45
H -1.3198 -2.4413 -0.8891 0.52
```

- Structure (SMILES): O[C@@]12C[C@@H]1Cn1cccc12
- LUMO level: 0.842 eV
- Relative energy (zero: lowest compared OMol25 entry of this formula, charge and spin): 3.712 eV
- M: 135.17 g mol⁻¹
- HOMO level: -7.6 eV
- Gap between HOMO and LUMO: 8.46 eV
- Multiplicity: 1
- Strongest force on any atom: 5.12 eV/Å
- Electronic energy: -440.1149 a.u.